(1)
Density functional theory data (wB97M-V/def2-TZVPD) for an isolated molecule of C19H24N2O4S.

Its net charge is 0. The HOMO energy is -8.64 eV. As for the max |F|: 0.93 eV Å⁻¹. As for the calculated total energy: -1547.0745 a.u. The calculation puts the energy above the lowest of the compared OMol25 structures with the same formula, charge and spin at 145.2 kJ/mol. For the frontier orbital gap, the calculation gives 9.2 eV. As for the SMILES: CCCCNS(=O)(=O)c1ccc(NC(=O)Cc2ccc(OC)cc2)cc1. As for the multiplicity: 1.

Last column: Mulliken charge in e.
Element x y z (Å)
C  6.95790  1.64079  -0.06436  -1.02
C  7.14191  0.13814  -0.25531  -0.34
C  6.59784  -0.70514  0.90344  -0.69
H  6.79142  -0.19656  1.85195  0.36
H  7.12779  -1.66023  0.92843  0.33
C  5.10583  -1.02945  0.80247  -0.79
N  4.22568  0.11336  0.89486  -0.11
S  3.53459  0.73703  -0.49071  1.35
O  3.51374  2.16609  -0.34614  -0.74
O  4.13545  0.15462  -1.65608  -0.67
C  1.87123  0.11585  -0.32854  0.01
C  1.52715  -1.09195  -0.90256  -0.63
C  0.25062  -1.59762  -0.73915  -0.57
C  -0.68530  -0.88019  0.00588  0.86
C  -0.32433  0.34373  0.57642  -1.00
C  0.95359  0.83794  0.41046  -0.60
H  1.25310  1.78432  0.83082  0.46
H  -1.05386  0.90245  1.14567  0.37
N  -1.98623  -1.32847  0.21435  0.07
C  -2.59955  -2.45191  -0.26198  0.72
O  -2.07077  -3.29101  -0.95066  -0.65
C  -4.05209  -2.56176  0.20200  -1.26
C  -4.76336  -1.24015  0.19066  -0.02
C  -5.19791  -0.68818  -1.00625  -0.57
C  -5.81677  0.54870  -1.04651  -0.43
C  -6.01116  1.26744  0.12903  0.85
C  -5.57640  0.71905  1.33680  -0.68
C  -4.96102  -0.51447  1.36305  -0.13
H  -4.64118  -0.92589  2.31080  0.39
H  -5.73713  1.28170  2.24262  0.43
O  -6.60232  2.48859  0.21150  -0.45
C  -7.07149  3.09289  -0.96999  -0.85
H  -7.50083  4.04493  -0.66246  0.24
H  -6.25757  3.27591  -1.67876  0.34
H  -7.84517  2.48639  -1.45146  0.34
H  -6.14266  0.93953  -1.99712  0.39
H  -5.05135  -1.23551  -1.92576  0.43
H  -4.03936  -2.98033  1.21165  0.33
H  -4.54525  -3.27957  -0.45498  0.39
H  -2.57159  -0.70244  0.75509  -0.03
H  -0.03213  -2.53691  -1.18408  0.54
H  2.26334  -1.61972  -1.48711  0.46
H  4.53986  0.83829  1.51886  0.34
H  4.83298  -1.73525  1.59759  0.36
H  4.89418  -1.49254  -0.16264  0.38
H  8.21028  -0.06911  -0.35791  0.38
H  6.64959  -0.16480  -1.18037  0.21
H  5.91142  1.92460  -0.12923  0.20
H  7.49322  2.17834  -0.84384  0.32
H  7.35403  1.95849  0.89954  0.32

Cartesian forces, eV/Å:
C 0.028 -0.184 -0.159
C 0.067 0.060 0.216
C -0.220 -0.008 -0.336
H 0.066 -0.045 0.099
H -0.020 -0.014 0.110
C 0.287 -0.583 0.113
N -0.222 0.597 -0.680
S -0.326 -0.107 0.645
O -0.156 -0.107 0.240
O -0.097 -0.246 0.154
C 0.502 0.204 -0.285
C 0.059 0.101 -0.020
C -0.082 -0.127 -0.019
C 0.405 -0.008 -0.106
C 0.084 -0.091 -0.059
C -0.098 0.084 0.028
H -0.066 0.141 0.096
H -0.061 0.075 0.056
N -0.119 0.295 0.265
C -0.377 0.060 0.249
O 0.154 -0.240 -0.207
C 0.060 -0.073 -0.134
C -0.164 -0.053 0.032
C 0.047 -0.084 0.226
C -0.146 0.287 -0.063
C 0.089 -0.104 0.140
C -0.094 0.249 -0.113
C -0.086 -0.018 -0.138
H 0.024 -0.060 0.097
H -0.027 0.072 0.113
O 0.129 -0.211 0.257
C -0.080 0.106 -0.216
H 0.020 -0.062 -0.076
H -0.035 -0.020 0.024
H 0.040 0.017 0.011
H -0.043 0.071 -0.073
H 0.012 -0.058 -0.124
H -0.022 -0.038 -0.026
H 0.116 -0.002 0.060
H 0.078 -0.142 -0.188
H 0.013 0.002 -0.007
H 0.028 -0.139 -0.107
H -0.071 0.309 0.005
H 0.024 0.020 -0.173
H 0.119 -0.207 0.111
H -0.041 -0.032 -0.059
H 0.097 -0.073 -0.066
H 0.062 0.178 0.039
H 0.011 0.138 -0.037
H 0.028 0.069 0.090

(2)
Density functional theory data (wB97M-V/def2-TZVPD) for a cluster of 8 separate species, C19H27Cl12N3O2 in total in a non-equilibrium geometry.

Its net charge is 0. The HOMO energy is -7.83 eV. As for the max |F|: 3.30 eV Å⁻¹. As for the calculated total energy: -6577.0934 a.u. The calculation puts the energy above the lowest of the compared OMol25 structures with the same formula, charge and spin at 0.0 kJ/mol. For the frontier orbital gap, the calculation gives 7.7 eV. As for the SMILES: ClC(Cl)(Cl)Cl.ClC(Cl)(Cl)Cl.ClC(Cl)(Cl)Cl.c1cc[nH]c1.c1cc[nH]c1.c1cc[nH]c1.CCO.CCO. As for the multiplicity: 1.

Last column: Mulliken charge in e.
Element x y z (Å)
N  -4.26326  3.06309  -1.73371  0.01
C  -5.16185  2.15591  -1.29533  -0.73
C  -4.47459  1.28738  -0.49885  -0.41
C  -3.04532  1.52028  -0.56190  0.94
C  -2.96271  2.63123  -1.31223  -1.08
H  -4.49621  3.78818  -2.39708  0.21
H  -6.19336  2.42085  -1.47476  0.36
H  -4.93876  0.43542  -0.02439  0.33
H  -2.25317  0.90502  -0.16147  -0.01
H  -2.15806  3.24392  -1.69111  0.44
N  1.28021  -1.29071  4.98326  0.05
C  2.14592  -0.53564  5.71995  -0.69
C  3.15145  -0.24665  4.76506  -0.55
C  2.82626  -0.84341  3.53984  -0.29
C  1.58596  -1.33128  3.65087  -0.48
H  0.48497  -1.74408  5.41005  0.28
H  2.11601  -0.49061  6.79859  0.38
H  4.12286  0.19738  4.92505  0.42
H  3.45910  -0.83392  2.66472  0.49
H  0.85722  -1.84982  3.04552  0.47
N  0.33242  1.18264  -4.01598  0.26
C  1.35791  2.09907  -3.96449  -0.29
C  1.54175  2.65985  -5.20133  -0.73
C  0.46703  2.16063  -6.00973  -0.38
C  -0.23170  1.22847  -5.27184  -0.64
H  -0.05917  0.73470  -3.19982  0.26
H  1.95694  2.26694  -3.08167  0.44
H  2.30612  3.37214  -5.47477  0.40
H  0.20389  2.46672  -7.01146  0.39
H  -1.01573  0.55006  -5.57427  0.40
C  5.54065  0.49050  -2.42429  0.29
Cl  6.86540  -0.13425  -1.50375  -0.09
Cl  4.53305  -0.91807  -2.90771  -0.07
Cl  4.61412  1.52736  -1.34541  -0.09
Cl  6.04725  1.32267  -3.89662  -0.09
C  -1.37779  1.59044  4.52849  0.25
Cl  -1.60728  -0.03185  5.12027  -0.11
Cl  -0.10568  2.31960  5.53019  -0.10
Cl  -0.98547  1.62523  2.79726  -0.02
Cl  -2.83493  2.52474  4.78853  -0.10
C  1.98186  -5.00011  -2.24350  0.28
Cl  0.95219  -4.30756  -0.96003  -0.08
Cl  3.21351  -5.91801  -1.34512  -0.10
Cl  1.03723  -6.18657  -3.26671  -0.11
Cl  2.73169  -3.77156  -3.29173  -0.04
C  -3.81081  -0.95755  2.48388  -1.01
C  -2.61957  -1.88993  2.03336  0.35
O  -2.28594  -1.60805  0.68691  -0.28
H  -3.45222  0.05468  2.29706  0.13
H  -3.95426  -1.06041  3.55950  0.34
H  -4.73842  -0.98456  1.91212  0.31
H  -2.86894  -2.95021  2.07488  0.39
H  -1.75799  -1.67921  2.66689  -0.30
H  -2.69290  -2.27996  0.13507  0.21
C  1.37478  -0.13701  0.42697  -0.42
C  1.02951  -0.50654  -0.99612  0.94
O  -0.22238  0.05670  -1.33363  -0.59
H  1.80734  0.86347  0.43353  0.19
H  2.15817  -0.77047  0.84303  0.24
H  0.49252  -0.22599  1.06085  -0.11
H  0.95555  -1.59320  -1.03868  -0.38
H  1.90248  -0.30889  -1.61817  -0.12
H  -0.86485  -0.35950  -0.75430  0.06

Cartesian forces, eV/Å:
N 2.279 -0.615 0.126
C 0.089 0.830 0.799
C -0.260 -1.940 0.213
C -1.904 0.006 -0.055
C -0.712 2.556 -1.960
H 0.495 -0.105 0.229
H -0.148 -0.745 0.204
H 0.040 0.059 0.142
H -0.268 0.347 0.112
H 0.287 -0.308 0.232
N -1.594 0.312 1.183
C 1.892 -0.651 -2.326
C 0.512 -0.100 1.802
C 1.092 1.386 -1.009
C -1.611 -2.003 1.189
H 0.042 0.264 -0.392
H -0.103 0.234 -0.221
H -0.197 0.233 0.321
H -0.186 0.177 0.003
H 0.458 0.035 -0.444
N 0.164 0.695 -0.320
C 0.519 -0.399 0.025
C -1.108 -0.055 0.011
C 0.125 -0.272 -0.082
C 0.515 0.354 0.122
H -0.026 -0.149 0.042
H -0.205 -0.216 0.108
H -0.154 -0.013 0.040
H 0.219 -0.174 -0.044
H -0.075 0.221 0.179
C -0.716 -0.558 -0.300
Cl 0.967 -0.151 0.144
Cl -0.026 0.345 0.044
Cl -0.282 0.331 -0.220
Cl 0.017 0.069 0.367
C 0.323 0.658 0.120
Cl -0.429 -0.609 -0.060
Cl 0.256 0.068 -0.400
Cl 0.160 -0.143 0.439
Cl -0.533 0.150 -0.060
C -0.127 -0.803 0.134
Cl -0.077 0.109 -0.790
Cl 0.162 0.098 -0.497
Cl 0.496 0.978 0.641
Cl -0.505 -0.481 0.519
C 1.538 -0.094 -0.164
C -1.797 0.585 0.058
O 0.585 0.172 -0.595
H 0.105 0.173 0.205
H -0.347 -0.044 -0.078
H 0.053 -0.767 0.074
H -0.041 -0.050 0.498
H 0.022 -0.032 -0.054
H -0.014 0.116 -0.110
C 0.644 0.171 -0.027
C 0.352 -1.504 1.352
O 0.465 0.550 -1.045
H -0.401 0.260 0.336
H -0.064 -0.227 -0.116
H 0.090 0.195 0.109
H -0.171 -0.184 -0.135
H -0.654 0.821 -0.703
H -0.230 -0.170 0.085

(3)
Density functional theory data (wB97M-V/def2-TZVPD) for a cluster of 2 separate species, C3H11N2S in total.

Its net charge is +1. The HOMO energy is -13.50 eV. As for the max |F|: 0.91 eV Å⁻¹. As for the calculated total energy: -628.3380 a.u. The calculation puts the energy above the lowest of the compared OMol25 structures with the same formula, charge and spin at 102.9 kJ/mol. For the frontier orbital gap, the calculation gives 9.9 eV. As for the multiplicity: 1.

Last column: Mulliken charge in e.
Element x y z (Å)
C  -1.71022  1.43457  0.06749  -0.92
C  1.79987  -0.70578  0.27987  -0.84
C  0.43617  -0.76200  -0.30517  0.26
N  -0.43935  -1.63156  0.13161  -0.26
N  -0.32412  1.20881  0.43862  -0.46
S  2.68905  0.87698  0.00357  -0.19
H  -1.78929  1.50410  -1.01565  0.35
H  -2.32444  0.60734  0.42350  0.32
H  -2.10330  2.35763  0.49986  0.34
H  1.78492  -0.86081  1.35965  0.38
H  2.40068  -1.50060  -0.17264  0.41
H  0.29634  -0.37351  -1.30677  0.34
H  -0.31895  -2.09893  1.02057  0.24
H  -1.30792  -1.80179  -0.35865  0.28
H  0.30242  1.90545  0.04625  0.32
H  -0.20181  1.18612  1.44701  0.27
H  3.00111  0.67416  -1.27555  0.18

Cartesian forces, eV/Å:
C -0.276 0.136 0.054
C 0.600 0.563 -0.099
C -0.538 0.678 0.269
N -0.086 -0.184 -0.098
N 0.550 -0.598 -0.239
S -0.055 -0.304 0.291
H -0.042 -0.031 -0.022
H -0.045 -0.015 -0.040
H -0.049 -0.073 -0.049
H -0.034 -0.086 -0.056
H -0.151 -0.066 0.094
H -0.063 -0.081 0.031
H 0.023 0.028 -0.084
H 0.152 0.014 0.033
H -0.074 -0.023 0.193
H 0.042 0.153 -0.077
H 0.049 -0.112 -0.202